1.
Formula: C10H22N2O5PPdSeTe2
Source: OMol25
Level of theory: wB97M-V/def2-TZVPD

Positions of all 44 atoms, in Å:
1 Pd 1.12633 -0.36027 -0.34077
2 N 0.55849 -0.33664 2.03670
3 C 0.57928 1.05909 2.52396
4 C 1.94283 1.71319 2.28484
5 C 2.12047 2.03942 0.81209
6 O 1.51617 3.09236 0.37029
7 O 2.78818 1.29840 0.08326
8 H -0.38540 -0.70188 2.08645
9 H 1.15830 -0.92145 2.60431
10 H 0.33605 1.11223 3.58680
11 H -0.18102 1.60603 1.97116
12 H 2.75533 1.04503 2.56761
13 H 2.00715 2.63274 2.86424
14 C 4.01900 -1.14058 -1.90946
15 Te 3.47540 -1.46828 0.12686
16 C 3.34768 -3.57990 -0.15349
17 H 4.90572 -1.72445 -2.14373
18 H 4.21102 -0.07806 -2.01839
19 H 3.17847 -1.43285 -2.52507
20 H 2.88315 -3.78841 -1.11283
21 H 2.74770 -4.00638 0.64654
22 H 4.34753 -4.00737 -0.12010
23 Se 1.55871 3.51536 -1.45905
24 C 1.42440 1.87191 -2.13723
25 N 1.53996 0.76240 -2.47027
26 C -2.97048 2.83730 -2.08720
27 C -3.62033 1.56435 -1.59635
28 O -2.74716 0.40202 -1.75987
29 P -1.59199 0.07845 -0.73482
30 O -0.66755 1.20538 -0.37279
31 Te -0.51180 -1.85025 -1.71469
32 O -2.29453 -0.36711 0.62429
33 C -3.32427 -1.38655 0.64842
34 C -2.98338 -2.40454 1.70930
35 H -3.68357 3.65759 -1.99975
36 H -2.67239 2.73749 -3.13087
37 H -2.09175 3.07744 -1.49137
38 H -4.50272 1.32407 -2.18260
39 H -3.90995 1.64792 -0.54691
40 H -3.40288 -1.85666 -0.33327
41 H -4.26656 -0.88760 0.87004
42 H -2.07335 -2.94559 1.44640
43 H -3.79911 -3.12189 1.80301
44 H -2.84715 -1.91347 2.67431

Properties
- frontier orbital gap (alpha / beta) (eV) = 5.91 / 5.94
- E_HOMO (alpha / beta) (hartree) = -0.3940 / -0.3932
- charge = +1

2.
Formula: C5H11N3
Source: OMol25
Level of theory: wB97M-V/def2-TZVPD

Positions of all 19 atoms, in Å:
1 C -1.53071 1.00277 -1.15066
2 C -1.20877 1.30078 1.28335
3 N -0.68925 0.67733 0.03441
4 C 0.73480 0.91649 -0.14347
5 N 1.61628 1.68196 -0.19563
6 H -1.15946 0.42252 -1.99388
7 H -2.55706 0.69502 -0.95485
8 H -0.59612 0.96867 2.12086
9 H -2.24314 0.99348 1.43050
10 H -1.14026 2.38553 1.20788
11 H -1.46718 2.06631 -1.37917
12 C 1.87915 -1.90518 0.72173
13 C 0.96047 -1.33368 -0.32340
14 N 0.97350 -1.86706 -1.48923
15 H 0.39509 -1.34130 -2.15109
16 H -0.29627 -0.53901 0.01352
17 H 2.32989 -2.84035 0.37802
18 H 2.66982 -1.18333 0.94310
19 H 1.32922 -2.10095 1.64801

Properties
- frontier orbital gap (eV) = 7.91
- E_HOMO (hartree) = -0.2744

3.
Formula: CH3BCl2
Source: OMol25
Level of theory: wB97M-V/def2-TZVPD

Positions of all 7 atoms, in Å:
1 B 0.34164 -0.38042 -0.15788
2 C -1.06377 0.07468 0.29284
3 Cl 3.53549 -0.38069 0.01573
4 Cl 0.05795 1.50901 0.00250
5 H -2.01004 0.11610 -0.39920
6 H 0.62487 -0.95732 -0.99024
7 H -1.48614 0.01864 1.23624

Properties
- frontier orbital gap (alpha / beta) (eV) = 6.39 / 6.36
- E_HOMO (alpha / beta) (hartree) = -0.3108 / -0.3106

4.
Formula: C26H44CrI2N4OSb
Source: OMol25
Level of theory: wB97M-V/def2-TZVPD

Positions of all 79 atoms, in Å:
1 Cr -0.00229 -2.44600 -1.25521
2 I -1.08637 -1.73844 6.00216
3 C -0.96300 -2.42441 4.03915
4 C -2.09508 -2.89965 3.39693
5 C -2.00768 -3.31500 2.07620
6 I -3.71634 -3.99395 1.09143
7 C -0.80205 -3.27469 1.35993
8 O -0.73315 -3.65015 0.09794
9 C 0.33030 -2.78267 2.04102
10 C 1.61980 -2.69054 1.28305
11 N 1.45074 -1.76771 0.13360
12 C 2.70474 -1.48313 -0.56861
13 C 2.42978 -0.90686 -1.93251
14 C 3.32010 -0.03733 -2.54194
15 C 3.07120 0.39112 -3.83399
16 C 1.93595 -0.06857 -4.48464
17 C 1.08666 -0.91729 -3.80531
18 N 1.31023 -1.32523 -2.54887
19 C 0.24458 -2.36638 3.35954
20 H -3.04371 -2.94027 3.91419
21 H 1.90962 -3.66464 0.88201
22 H 2.41871 -2.33536 1.94059
23 H 1.11700 -0.87385 0.51798
24 H 3.24754 -2.42453 -0.69562
25 H 3.34593 -0.80992 0.00824
26 H 4.19945 0.28983 -2.00373
27 H 3.75456 1.06826 -4.32853
28 H 1.70441 0.22813 -5.49719
29 H 0.18706 -1.28700 -4.27652
30 H 1.12958 -1.98891 3.85782
31 N -1.75188 -0.85650 -0.57145
32 C -3.00235 -0.47292 -1.26665
33 C -3.44015 -1.56098 -2.23370
34 C -2.48977 -1.66800 -3.43419
35 C -1.99703 -3.07236 -3.73399
36 N -1.23431 -3.62752 -2.59025
37 H -2.00863 -1.42208 0.23654
38 H -1.32147 -0.02147 -0.18363
39 H -2.81597 0.45025 -1.82008
40 H -3.79652 -0.26600 -0.54544
41 H -4.45573 -1.34847 -2.56991
42 H -3.49985 -2.50347 -1.68162
43 H -1.62304 -1.02822 -3.24116
44 H -2.96827 -1.27331 -4.33240
45 H -1.33341 -3.05980 -4.60045
46 H -2.83463 -3.72761 -3.98505
47 H -0.74128 -4.46356 -2.89092
48 H -1.87167 -3.95449 -1.86258
49 C -1.34943 3.33260 2.80550
50 C -1.09378 2.08106 1.97175
51 C -1.43269 0.82901 2.78068
52 Sb 0.86443 1.81960 1.05349
53 C 0.59973 3.07444 -0.69427
54 C -0.00832 4.43746 -0.39098
55 C -0.21196 2.33102 -1.75133
56 C 2.32695 3.06671 2.06430
57 C 3.69126 2.40815 1.86926
58 C 2.05867 3.34494 3.53738
59 H -2.41653 3.41094 3.03127
60 H -1.04691 4.25145 2.30558
61 H -0.82605 3.27678 3.75911
62 H -1.74142 2.11720 1.08483
63 H -0.78954 0.74337 3.66042
64 H -1.31385 -0.09654 2.21115
65 H -2.46436 0.86992 3.14150
66 H 1.62061 3.21208 -1.06667
67 H -1.04434 4.33774 -0.06091
68 H -0.01355 5.06406 -1.28732
69 H 0.54026 4.97661 0.38289
70 H -1.23850 2.16661 -1.40741
71 H 0.22144 1.35804 -1.99589
72 H -0.27930 2.91235 -2.67545
73 H 2.30888 4.00715 1.50672
74 H 3.74398 1.44966 2.39231
75 H 4.48402 3.04541 2.26864
76 H 3.91504 2.22578 0.81450
77 H 1.92998 2.42116 4.10765
78 H 1.17444 3.96012 3.68568
79 H 2.90849 3.87675 3.97344

Properties
- frontier orbital gap (alpha / beta) (eV) = 7.42 / 7.37
- E_HOMO (alpha / beta) (hartree) = -0.3708 / -0.3760
- charge = +1
- 2S+1 = 5

5.
Formula: C7H15AlCl12FNOP
Source: OMol25
Level of theory: wB97M-V/def2-TZVPD

Positions of all 39 atoms, in Å:
1 N 4.05863 -3.41495 -0.33330
2 P 4.11629 -1.66544 -0.68848
3 O 3.45938 -1.59546 -2.24036
4 Al 2.49542 -0.74030 0.81775
5 C 0.65090 -0.82209 -0.07070
6 C -0.33539 -1.86496 0.48093
7 C 0.25833 -3.21299 0.75272
8 F -0.59363 -3.93357 1.62041
9 H 3.11568 -3.65109 -0.04392
10 H 4.63091 -3.50517 0.49820
11 H 2.59561 -1.16851 -2.21460
12 H 2.54184 -1.53481 2.21475
13 H 2.90531 0.80122 1.13072
14 H 0.19067 0.14382 0.08767
15 H 0.74130 -0.97988 -1.14308
16 H -1.14312 -2.02449 -0.22808
17 H -0.80167 -1.50999 1.39127
18 H 1.22577 -3.16173 1.23010
19 H 0.31811 -3.81472 -0.14567
20 C -0.87251 3.23062 1.03652
21 Cl -1.95688 3.02294 -0.34327
22 Cl -1.31334 2.14137 2.35072
23 Cl 0.79989 2.96046 0.55998
24 H -0.96575 4.24703 1.39116
25 C -0.06245 -0.40547 5.50501
26 Cl -0.27770 -2.15312 5.63063
27 Cl 1.22371 -0.00385 4.38030
28 Cl -1.56747 0.36902 4.98961
29 H 0.19517 -0.02431 6.48256
30 C -2.58317 4.97666 -4.26639
31 Cl -3.90241 4.43771 -3.22808
32 Cl -1.18931 5.47290 -3.30941
33 Cl -2.13597 3.71021 -5.41255
34 H -2.92664 5.83203 -4.82959
35 C -2.59328 -0.06146 -2.91596
36 Cl -3.80817 1.15637 -2.49481
37 Cl -0.96365 0.59225 -2.79945
38 Cl -2.76733 -1.49278 -1.90119
39 H -2.76306 -0.35349 -3.94210

Properties
- frontier orbital gap (eV) = 5.33
- E_HOMO (hartree) = -0.1244
- charge = -1

6.
Formula: C20H27LuN6
Source: OMol25
Level of theory: wB97M-V/def2-TZVPD

Positions of all 54 atoms, in Å:
1 Lu -0.19723 -0.19727 0.08171
2 C 2.28385 0.52074 -1.54193
3 N 2.02227 0.46295 -0.06040
4 C 2.22623 1.82338 0.51306
5 C 1.07239 2.72011 0.15493
6 C 1.21806 4.09113 0.09763
7 C 0.12041 4.87009 -0.24059
8 C -1.10022 4.25362 -0.50867
9 C -1.17424 2.88560 -0.41057
10 N -0.11321 2.11693 -0.07534
11 C 2.90990 -0.52589 0.62253
12 C 2.41266 -1.93216 0.45908
13 C 3.27120 -2.99584 0.29244
14 C 2.74648 -4.28521 0.28229
15 C 1.37461 -4.46563 0.40950
16 C 0.57672 -3.34996 0.52917
17 N 1.07560 -2.09777 0.55775
18 C 1.58126 -0.53107 -2.36424
19 C 2.21485 -1.13892 -3.42286
20 C 1.47900 -1.97874 -4.25640
21 C 0.13490 -2.19828 -3.99360
22 C -0.42666 -1.58910 -2.89287
23 N 0.27725 -0.76695 -2.08961
24 H 3.36019 0.48648 -1.71327
25 H 1.93603 1.49458 -1.88877
26 H 3.16492 2.25265 0.15633
27 H 2.31461 1.73131 1.59689
28 H 2.18431 4.54105 0.28867
29 H 0.22002 5.94665 -0.31390
30 H -1.96897 4.82668 -0.80344
31 H -2.10516 2.37247 -0.63026
32 H 2.90936 -0.28252 1.68632
33 H 3.93912 -0.42180 0.27618
34 H 4.33622 -2.82737 0.19793
35 H 3.40294 -5.14092 0.17858
36 H 0.92820 -5.45063 0.41023
37 H -0.49971 -3.45944 0.61140
38 H 3.26059 -0.93845 -3.61746
39 H 1.95567 -2.45426 -5.10525
40 H -0.47204 -2.83201 -4.62554
41 H -1.46900 -1.75158 -2.64437
42 N -5.65555 1.01464 3.10206
43 C -4.31149 0.30751 3.08440
44 C -3.48292 0.62010 1.83121
45 N -2.19607 -0.14747 1.85664
46 H -6.18006 0.75871 3.94688
47 H -6.24938 0.76649 2.30568
48 H -5.57147 2.03537 3.11337
49 H -4.54137 -0.75418 3.16034
50 H -3.80628 0.61771 3.99779
51 H -3.24517 1.68099 1.76621
52 H -4.02550 0.34360 0.92750
53 H -2.42464 -1.13228 1.99617
54 H -1.69348 0.10418 2.70846

Properties
- frontier orbital gap (eV) = 8.63
- E_HOMO (hartree) = -0.7584
- charge = +4

| no. | DFT total energy (eV) |
| --- | --- |
| 1 | -116640.49826 |
| 2 | -9828.83995 |
| 3 | -26802.68731 |
| 4 | -86841.45645 |
| 5 | -179913.43533 |
| 6 | -63704.18169 |